# 1
The following is a quantum chemistry calculation of C24H26BBrN7O3RuS3 as an isolated structure, from the Open Molecules 2025 dataset.

Values from the calculation:
calculated total energy: -5427.2690 a.u.
ΔE to the lowest compared entry with this formula, charge and spin: 0.9896 eV
2S+1: 1
HOMO energy (spin up / spin down): -10.41 / -10.41 eV
lowest unoccupied orbital energy (spin up / spin down): -4.25 / -4.25 eV
charge: +1

Cartesian coordinates (Å):
C 0.100081 -2.194062 -1.818151
H -0.454498 3.051614 -1.562482
C 2.245144 -3.821292 -3.304105
H -3.368606 1.760673 -3.904943
H 1.138300 -2.193174 -4.185994
N 1.098962 2.662914 2.156368
N 1.602754 1.018554 -1.099612
C -0.458403 3.973627 1.293014
C -5.392922 1.712483 -3.206104
C -6.225581 1.352718 -2.153744
H -1.554029 1.037215 -2.804268
H -2.918370 -0.006397 0.242042
H 1.554322 2.343551 4.301911
C 2.404366 -0.547063 3.870290
H 3.425147 -5.536609 -2.775619
C 2.890498 -5.031782 -3.570879
O -3.885533 -0.006825 0.247831
H 2.142881 -5.373248 -6.850398
N 1.521805 0.325984 3.273332
C -5.706319 0.778773 -1.006900
C 1.802611 -1.754422 3.988114
N 0.543617 -1.618125 3.452824
C 0.392814 -0.351230 3.019488
H -0.295057 4.800220 -1.213975
C 0.025118 3.448453 2.452589
C 1.411899 -2.544014 -1.311697
S 2.594884 1.973407 -0.044338
H 3.336079 -6.536624 -5.022971
C 0.174963 3.824869 -1.125959
N -1.781502 -0.827031 -1.818401
C 2.842816 -5.592727 -4.834792
H -0.862439 -2.664018 2.320583
C 1.590862 -3.163822 -4.349105
H 1.151550 3.855401 -1.604879
C -0.457205 -2.665924 3.330579
H -6.341765 0.502238 -0.176326
H -0.348211 -2.819533 -2.584026
H 3.224730 -3.546752 -1.390787
C 2.327660 -3.287100 -1.943063
N -0.527644 -1.157215 -1.384269
O 3.670726 0.771514 -2.516766
H -0.315157 3.560126 3.465491
H 3.381363 -0.222123 4.179695
H -1.301062 4.612332 1.098229
B 1.888941 1.863327 3.256440
H 2.150029 -2.685466 4.398449
C -4.032879 1.481619 -3.093904
C -2.005360 0.657076 -1.867774
C 1.277646 2.719760 0.831646
H -7.291379 1.526809 -2.222609
C 2.172257 -4.939863 -5.859940
Br 1.852500 -1.903515 0.458103
S 2.284313 0.408119 -2.348113
Ru -0.001635 0.108022 0.065354
H 1.058557 -3.195549 -6.420879
H -5.799764 2.167156 -4.098441
H 0.020418 -3.621355 3.529518
C -4.339101 0.554709 -0.899554
O -1.423407 1.280637 -0.769001
N 0.349112 3.528283 0.290012
S -1.000889 0.221637 2.144592
H -1.264034 -2.502799 4.041973
H -2.065864 -1.342773 -2.645063
H 3.068305 1.933880 3.052595
C -3.489472 0.898030 -1.954239
C 1.556296 -3.720627 -5.616615

Cartesian forces (eV/Å) of the 2 atoms listed first:
-0.25 0.30 0.17
0.00 0.02 0.02

Results of the natural (NBO) charge analysis, in e, for atoms 1 through 8: -0.05 0.26 -0.02 0.21 0.20 -0.43 -0.92 -0.02

***

# 2
The following is a quantum chemistry calculation of a 3-piece molecular cluster, C24H26BrF3NO12S overall in a non-equilibrium geometry, from the Open Molecules 2025 dataset.

Values from the calculation:
calculated total energy: -5159.3279 a.u.
2S+1: 2
HOMO energy (spin up / spin down): -9.50 / -9.67 eV
lowest unoccupied orbital energy (spin up / spin down): -1.67 / -1.67 eV

Cartesian coordinates (Å):
O 0.223587 0.128717 7.182183
N -1.304694 -1.230572 -4.301401
C -1.893198 -1.943816 -1.871661
H 2.215881 2.167312 -0.684703
C 4.157051 4.821180 0.411130
O -1.717779 -1.057043 -5.535135
H -3.721459 -3.539457 -3.135227
H 0.668472 -3.930539 -5.396409
H 1.066553 0.939938 5.375963
H 4.164229 5.597001 2.452869
H -0.209301 -0.955654 0.042666
C -3.575527 -0.761715 -3.397713
H 1.501969 -2.808463 -2.861750
C 1.140932 -0.986024 -4.729915
C 3.729367 4.841220 1.812721
C 0.147033 2.293746 6.287263
C -2.348877 -1.826475 -3.425886
O 0.886122 1.887535 5.221362
H -3.376340 0.121038 -2.718647
H -1.059654 -3.524899 -5.868431
H 2.012539 -1.072725 -4.004549
O 1.453079 2.114033 1.817018
H 0.702924 0.071458 -4.679804
H 1.565224 -1.109979 -5.771619
H -2.128923 -0.975556 -1.304378
O 2.429042 3.961869 3.558197
C 3.549839 3.801484 -0.491319
H -2.619885 -2.716320 -1.428127
C 2.250921 2.918264 1.366117
H -1.147077 0.952639 9.252510
F -0.960065 -6.321334 -0.230971
O -1.491506 5.110309 7.683087
H 4.584329 4.542389 -1.862623
C 0.380187 -2.807243 -3.065455
O 3.939403 3.812883 -1.791785
O -2.079182 3.371493 9.686583
H 1.786744 3.226690 3.633045
C 2.660556 2.913359 -0.040625
C -0.940680 1.698551 8.496834
H -3.939751 -0.490568 -4.436343
H -3.599627 -2.968540 -4.885447
H -0.059007 4.303227 5.648191
H 1.396561 -1.554115 -0.568172
S -0.194387 -3.829013 -0.548502
C -0.057147 -2.045089 -4.397011
O 4.978985 5.603608 -0.032716
C -1.072734 3.974142 7.555374
C 0.533046 0.198568 -1.697758
C 2.837948 3.955586 2.263281
C -1.364039 2.959558 8.608680
C -0.042736 -3.075869 -5.648701
F -2.700163 -4.930069 -0.242679
H 0.287568 -2.565802 -6.617879
H -2.264647 4.317037 9.528909
Br -0.917458 1.467666 -2.160095
H -4.441611 -1.342391 -2.909173
O -0.355031 -3.381223 0.886578
F -1.600687 -5.522272 -2.213895
H -2.256979 -4.021441 -4.165715
C -1.454754 -5.159195 -0.865930
C -2.993271 -3.189443 -3.951467
C -0.167432 1.273023 7.326843
O 1.719146 0.528523 -2.040236
O 1.223661 -4.350945 -0.662467
C -0.347083 -2.352871 -1.715101
C -0.278732 3.553647 6.396764
C 0.380689 -1.166249 -0.916324
H 0.107834 -3.914782 -3.220424

Cartesian forces (eV/Å) of the 2 atoms listed first:
0.11 0.29 -0.30
-0.26 -2.92 -1.66

Results of the natural (NBO) charge analysis, in e, for atoms 1 through 8: -0.52 -0.04 -0.47 0.25 0.47 -0.34 0.22 0.21

***

# 3
The following is a quantum chemistry calculation of C24H26BrGeIrN5O5S as an isolated structure in a non-equilibrium geometry, from the Open Molecules 2025 dataset.

Values from the calculation:
calculated total energy: -6733.4558 a.u.
ΔE to the lowest compared entry with this formula, charge and spin: 1.4650 eV
2S+1: 1
HOMO energy: -11.66 eV
lowest unoccupied orbital energy: -4.43 eV
charge: +1

Cartesian coordinates (Å):
H -3.284627 1.262494 -2.711812
H 4.214595 2.013884 4.533355
C 3.337246 1.668062 2.602547
N -3.622131 1.649356 -1.825943
Br 5.761346 0.909197 -4.585508
C 2.971152 0.265483 4.524638
O 1.423570 -0.480571 -1.592961
C 2.342342 -1.122080 -1.034281
C 6.184233 -1.170698 -2.689820
H 2.314457 1.125810 0.821948
H -2.405946 -1.962074 -3.797976
C -1.622995 0.007572 -3.383999
O -0.841602 3.387220 -0.332058
C 4.674121 -1.989317 -1.195284
C -1.843598 -2.345197 2.124172
H 0.444587 2.200106 -2.552188
H -0.872579 0.941310 2.155046
H -1.256305 2.587950 -2.812582
C 2.145819 -0.541675 3.776012
C 5.260893 -0.262650 -3.200201
O 2.169017 -1.789425 0.035026
H -1.664815 -2.761149 -1.844294
H 1.681484 -1.400883 4.246361
Ge 0.793355 -1.493608 1.432204
C -2.707066 0.166294 2.988528
H 3.151080 0.032186 5.565660
H -4.166299 0.872625 1.200075
H -3.037128 1.127922 3.364857
C -5.016522 2.663105 0.388613
O -0.400628 1.238087 0.034212
H -4.067923 2.553498 -1.864637
H 3.237271 0.451429 -3.053701
O -2.366723 0.619189 -4.147418
H 4.462466 -2.683582 -0.391761
H -0.733790 -1.670967 -4.276373
C -3.498538 -0.961874 3.173635
C 1.921519 -0.260190 2.428396
N -0.830747 0.555538 -2.467148
H 3.800539 2.532775 2.146405
C -1.064631 -1.198247 1.942070
H -5.446425 2.780173 1.378422
Ir -0.557725 -0.553541 -0.891113
H -5.828746 2.621222 -0.339693
C 2.512777 0.863417 1.856450
N -0.951967 -2.151886 -2.233321
C -3.070702 -2.215464 2.750750
C -3.622184 0.961558 -0.700554
N -4.241215 1.433478 0.364407
C -1.490873 0.071313 2.327378
C -1.467762 -1.512087 -3.485287
H -0.155157 -2.738121 -2.460329
C -0.577158 1.961587 -2.238965
C 3.984755 -0.233967 -2.678890
C 3.572901 1.374237 3.943212
H -4.376675 3.524536 0.187518
C -0.639273 2.273742 -0.744884
H -4.454260 -0.867316 3.674105
S -2.884994 -0.622772 -0.526894
C 3.688532 -1.118377 -1.648442
N 5.895811 -2.019214 -1.711117
H -3.684138 -3.089930 2.923122
H 7.189940 -1.207031 -3.091125
H 1.102833 -2.950951 1.796813
H -1.484793 -3.321513 1.824625

Cartesian forces (eV/Å) of the 2 atoms listed first:
0.03 0.03 0.03
0.04 -0.01 0.00

Results of the natural (NBO) charge analysis, in e, for atoms 1 through 8: 0.46 0.22 -0.19 -0.76 0.11 -0.21 -0.66 0.83